166
Properties=species:S:1:pos:R:3 method="wB97M-V/def2-TZVPD" lumo_energy_ev="0.428 / 0.422" multiplicity=6 total_charge=0 homo_ev="-2.8 / -8.2" s2=8.7579
Fe 1.681 -4.509 1.127
C 1.533 -0.979 1.783
O 0.659 -0.381 0.815
O 1.619 -2.392 1.567
C 2.794 -0.065 1.775
F 3.029 0.614 0.628
F 2.454 0.827 2.806
F 3.913 -0.678 2.203
C -0.410 0.374 1.318
C -1.131 1.035 0.169
H -0.411 1.586 -0.436
H -1.728 0.454 -0.533
H -1.821 1.734 0.642
H -0.100 1.072 2.097
H -1.116 -0.157 1.956
H 1.093 -0.883 2.776
C -0.932 -2.438 4.792
C -0.841 -1.269 5.873
C -1.698 0.000 5.342
C -2.010 1.008 6.455
C -2.575 0.291 7.710
C -1.704 -0.833 8.285
N -1.319 -1.834 7.165
O -0.580 -2.861 7.680
C -0.544 -0.348 9.063
C -2.751 -1.642 9.159
C 0.558 -0.723 6.041
H -1.929 -2.792 4.528
H -0.426 -3.344 5.125
H -0.558 -2.085 3.831
H -0.946 0.609 4.840
H -2.397 -0.216 4.534
H -2.744 1.781 6.226
H -1.150 1.640 6.676
H -3.529 0.032 7.251
H -2.746 1.051 8.473
H -0.791 0.148 10.002
H 0.129 -1.107 9.462
H -0.026 0.449 8.529
H -2.922 -1.133 10.107
H -3.648 -1.926 8.609
H -2.246 -2.538 9.521
H 0.428 0.210 6.590
H 1.106 -0.625 5.103
H 1.133 -1.418 6.652
H -1.170 -3.585 7.456
C -1.291 -5.669 1.997
O -0.447 -4.784 1.248
C -1.127 -4.131 0.133
C -0.159 -3.537 -1.043
N 1.058 -4.326 -1.077
C 0.718 -5.621 -1.682
C 0.336 -5.442 -3.157
O 0.338 -6.759 -3.641
C 0.186 -6.847 -5.086
H -1.862 -5.149 2.767
H -0.613 -6.378 2.472
H -1.961 -6.212 1.329
H -1.648 -3.211 0.401
H -1.929 -4.765 -0.243
H 0.104 -2.516 -0.769
H -0.660 -3.388 -2.000
H 1.737 -3.839 -1.645
H -0.099 -6.190 -1.240
H 1.600 -6.225 -1.470
H 1.140 -4.898 -3.654
H -0.665 -5.067 -3.366
H -0.839 -6.705 -5.427
H 0.700 -7.725 -5.477
H 0.922 -6.175 -5.527
C 5.211 2.244 -0.961
O 6.357 2.973 -0.618
C 6.224 4.425 -0.568
C 5.444 4.844 0.673
N 6.292 4.995 1.868
C 6.801 3.718 2.462
C 5.648 2.860 3.158
O 5.097 3.601 4.197
C 3.997 2.992 4.934
H 5.650 1.248 -0.896
H 4.907 2.426 -1.991
H 4.445 2.504 -0.230
H 5.672 4.674 -1.474
H 7.233 4.802 -0.735
H 4.522 4.263 0.643
H 5.212 5.892 0.482
H 5.907 5.343 2.735
H 7.454 4.121 3.236
H 7.464 3.287 1.711
H 6.225 2.029 3.564
H 4.874 2.556 2.453
H 3.989 3.291 5.982
H 4.236 1.930 4.974
H 2.980 2.995 4.541
C -3.993 1.339 -2.335
O -3.683 0.106 -2.999
C -4.285 -0.321 -4.199
C -5.703 0.272 -4.656
N -5.870 -0.016 -6.079
C -6.976 0.733 -6.652
C -6.747 0.662 -8.197
O -5.673 1.432 -8.625
C -5.769 1.899 -9.917
H -4.027 2.124 -3.091
H -3.151 1.383 -1.645
H -4.901 1.410 -1.737
H -4.628 -1.355 -4.192
H -3.520 -0.282 -4.974
H -5.554 1.333 -4.456
H -6.545 -0.013 -4.024
H -5.008 -0.036 -6.604
H -7.026 1.783 -6.363
H -7.905 0.220 -6.407
H -7.577 1.005 -8.815
H -6.507 -0.338 -8.555
H -6.785 2.098 -10.258
H -5.347 1.043 -10.444
H -5.120 2.772 -9.988
C 2.965 -1.551 -1.745
O 3.062 -2.976 -1.946
C 4.371 -3.518 -1.734
C 4.740 -3.614 -0.234
N 3.911 -4.499 0.725
C 4.551 -4.082 1.972
C 3.822 -4.884 3.099
O 2.408 -4.778 3.031
C 1.756 -5.110 4.305
H 1.960 -1.167 -1.569
H 3.280 -0.992 -2.626
H 3.657 -1.261 -0.954
H 5.191 -3.030 -2.261
H 4.418 -4.519 -2.163
H 4.901 -2.575 0.054
H 5.738 -4.035 -0.114
H 4.372 -5.391 0.613
H 4.481 -3.002 2.106
H 5.620 -4.252 2.097
H 4.197 -4.420 4.012
H 4.069 -5.931 2.924
H 2.036 -4.416 5.098
H 1.976 -6.135 4.601
H 0.699 -4.886 4.161
C -0.851 4.846 -2.108
O -1.408 5.661 -3.108
C -0.841 6.940 -3.341
C -1.782 7.668 -4.302
N -1.594 6.956 -5.655
C -2.818 7.088 -6.425
C -3.755 5.920 -6.201
O -3.407 4.756 -6.737
C -4.233 3.606 -6.322
H -1.443 3.960 -1.877
H -0.746 5.416 -1.185
H 0.034 4.338 -2.491
H 0.190 7.039 -3.680
H -0.765 7.435 -2.373
H -1.452 8.699 -4.433
H -2.783 7.657 -3.871
H -1.272 6.004 -5.559
H -2.521 6.999 -7.470
H -3.198 8.109 -6.384
H -4.633 6.359 -6.675
H -3.960 5.852 -5.132
H -5.290 3.854 -6.218
H -3.821 3.204 -5.396
H -4.148 2.801 -7.051

***

45
Properties=species:S:1:pos:R:3 method="wB97M-V/def2-TZVPD" lumo_energy_ev=0.575 multiplicity=1 total_charge=0 homo_ev=-8.4
F 2.777 -3.924 -3.131
F 3.235 -3.081 -1.175
F 2.538 -1.761 -2.810
F 0.307 -4.567 -3.610
F -0.072 -2.364 -3.791
F -1.252 -3.570 -2.359
O 1.032 -4.492 -1.065
C 0.771 3.437 -2.280
C -0.071 4.261 -1.499
C 0.848 2.061 -2.029
C 0.255 -2.390 0.484
C 0.525 -0.850 -1.330
C -0.616 3.762 -0.302
C 0.020 -1.342 1.379
C 0.207 1.575 -0.861
C 0.237 0.184 -0.446
C 0.555 -2.154 -0.857
C -0.461 2.429 -0.001
C -0.036 -0.043 0.882
C 1.279 1.839 3.303
C -3.075 -0.076 2.413
C 2.430 -2.979 -2.271
C -0.052 -3.445 -2.961
C 0.988 -3.270 -1.773
C -0.201 2.047 3.184
C -2.765 1.132 1.540
Si -0.906 1.445 1.504
H 1.393 -5.168 -1.661
H 1.284 3.890 -3.109
H -0.115 5.313 -1.719
H 1.387 1.374 -2.663
H 0.294 -3.411 0.843
H 0.824 -0.650 -2.315
H -1.083 4.399 0.439
H -0.295 -1.547 2.389
H 1.648 2.296 4.230
H 1.766 2.371 2.473
H 1.554 0.794 3.276
H -2.353 -0.182 3.233
H -3.085 -1.013 1.848
H -4.087 -0.018 2.832
H -0.451 3.129 3.288
H -0.816 1.530 3.931
H -3.175 0.998 0.543
H -3.189 2.032 2.002